No. 1
Molecular formula: C18H15ClN2O2S2
Method: DFT, ωB97M-V with the def2-TZVPD basis set

Cartesian coordinates (Å):
1 C -1.459 1.778 -1.139
2 C -0.147 1.396 -0.543
3 N 0.602 0.526 -1.204
4 C 1.766 0.170 -0.661
5 C 2.197 0.698 0.546
6 C 1.316 1.574 1.172
7 N 0.165 1.931 0.626
8 S 1.705 2.244 2.747
9 C 0.074 2.729 3.269
10 C -0.160 4.053 3.604
11 C -1.413 4.453 4.032
12 C -2.437 3.525 4.119
13 C -2.208 2.201 3.792
14 C -0.950 1.791 3.376
15 Cl -0.681 0.121 3.000
16 H -2.999 1.471 3.865
17 H -3.420 3.831 4.446
18 H -1.588 5.486 4.292
19 H 0.649 4.762 3.524
20 H 3.129 0.411 1.003
21 C 2.508 -0.918 -1.336
22 H 2.355 -0.929 -2.410
23 H 3.562 -0.947 -1.078
24 S 1.779 -2.495 -0.682
25 O 0.986 -2.180 0.474
26 O 2.856 -3.434 -0.513
27 C 0.701 -3.087 -1.992
28 C -0.329 -2.279 -2.435
29 C -1.164 -2.752 -3.435
30 C -0.960 -4.015 -3.971
31 C 0.079 -4.811 -3.516
32 C 0.919 -4.344 -2.518
33 H 1.739 -4.931 -2.137
34 H 0.235 -5.793 -3.937
35 H -1.615 -4.380 -4.748
36 H -1.974 -2.136 -3.796
37 H -0.456 -1.297 -2.007
38 H -2.217 1.068 -0.808
39 H -1.401 1.743 -2.223
40 H -1.745 2.768 -0.798

Values from the calculation:
E_HOMO = -8.8 eV
Structure (SMILES) = Cc1nc(CS(=O)(=O)c2ccccc2)cc(Sc2ccccc2Cl)n1
ΔE to the lowest compared entry with this formula, charge and spin = 0.00 kJ/mol
Calculated total energy = -2211.4829 a.u.

No. 2
Molecular formula: C17H25N2O2
Method: DFT, ωB97M-V with the def2-TZVPD basis set

Cartesian coordinates (Å):
1 C -2.170 -2.010 2.504
2 C -3.097 -1.013 1.885
3 C -2.167 0.043 1.221
4 N -0.883 -0.631 0.983
5 C 0.273 0.099 0.581
6 C 1.604 -0.474 1.102
7 C 1.948 -1.803 0.789
8 C 3.134 -2.309 1.299
9 C 3.958 -1.531 2.101
10 C 3.600 -0.225 2.405
11 C 2.423 0.329 1.926
12 C -0.759 -1.741 1.940
13 H -2.089 -1.893 3.578
14 H -2.457 -3.032 2.303
15 H -3.732 -1.483 1.126
16 H -3.765 -0.514 2.571
17 H -2.623 0.411 0.269
18 H -2.062 0.969 1.860
19 H 0.178 1.228 0.710
20 H 1.322 -2.385 0.099
21 H 3.385 -3.309 1.029
22 H 4.820 -1.999 2.551
23 H 4.243 0.374 3.007
24 H 2.155 1.375 2.076
25 H -0.023 -1.520 2.741
26 H -0.381 -2.653 1.438
27 C -2.989 3.366 -2.019
28 O -2.197 2.273 -2.472
29 C -1.367 1.853 -1.485
30 C -0.566 0.680 -1.951
31 C 0.106 0.994 -3.234
32 C 1.547 0.573 -3.132
33 C 1.842 0.189 -1.678
34 N 0.413 -0.036 -1.018
35 O -1.338 2.363 -0.368
36 H -3.619 3.641 -2.865
37 H -3.617 3.086 -1.157
38 H -2.348 4.214 -1.729
39 H -1.269 -0.153 -2.025
40 H -0.429 0.495 -4.030
41 H 0.001 2.023 -3.531
42 H 1.770 -0.233 -3.843
43 H 2.233 1.336 -3.493
44 H 2.246 -0.820 -1.620
45 H 2.529 0.913 -1.190
46 H 0.214 -1.062 -1.257

Values from the calculation:
E_HOMO = -12.0 eV
Structure (SMILES) = COC(=O)[C@H]1CCC[N@H+]1[C@H](c1ccccc1)N1CCCC1
Charge = +1
ΔE to the lowest compared entry with this formula, charge and spin = 159.07 kJ/mol
Calculated total energy = -922.5036 a.u.

No. 3
Molecular formula: C24H54N4O3
Method: DFT, ωB97M-V with the def2-TZVPD basis set

Cartesian coordinates (Å):
1 N -11.210 -14.552 21.312
2 O -11.534 -13.427 21.016
3 O -10.624 -14.638 22.368
4 O -11.419 -15.411 20.492
5 C -5.401 -10.343 16.847
6 C -6.817 -10.177 17.408
7 C -6.912 -10.917 18.761
8 N -8.314 -11.445 19.235
9 C -9.190 -10.193 19.537
10 C -8.180 -12.467 20.395
11 C -8.008 -13.900 19.875
12 C -8.291 -13.755 18.434
13 C -9.042 -12.363 18.232
14 H -5.404 -11.306 16.336
15 H -4.603 -10.415 17.586
16 H -5.175 -9.676 16.015
17 H -7.531 -10.502 16.652
18 H -7.187 -9.165 17.573
19 H -6.465 -10.395 19.606
20 H -6.214 -11.751 18.692
21 H -8.700 -9.657 20.350
22 H -10.227 -10.504 19.668
23 H -9.254 -9.480 18.715
24 H -9.105 -12.373 20.963
25 H -7.361 -12.126 21.028
26 H -8.754 -14.516 20.378
27 H -6.992 -14.194 20.140
28 H -8.918 -14.605 18.164
29 H -7.352 -13.659 17.889
30 H -10.055 -12.419 18.631
31 H -9.050 -12.058 17.186
32 C -13.271 -11.122 18.844
33 C -13.098 -9.577 18.758
34 C -13.018 -9.053 17.372
35 N -13.501 -7.575 17.163
36 C -15.005 -7.372 17.568
37 C -12.487 -6.590 17.869
38 C -11.898 -5.565 16.835
39 C -12.827 -5.834 15.685
40 C -13.144 -7.298 15.637
41 H -14.303 -11.398 18.628
42 H -13.025 -11.387 19.872
43 H -12.621 -11.760 18.245
44 H -12.180 -9.309 19.281
45 H -13.834 -9.064 19.376
46 H -13.603 -9.690 16.708
47 H -11.966 -9.149 17.102
48 H -15.216 -6.423 17.076
49 H -15.285 -7.131 18.593
50 H -15.698 -8.087 17.123
51 H -13.069 -6.137 18.672
52 H -11.705 -7.077 18.452
53 H -11.769 -4.534 17.164
54 H -10.939 -5.975 16.521
55 H -13.761 -5.275 15.740
56 H -12.340 -5.507 14.766
57 H -14.094 -7.456 15.127
58 H -12.471 -8.085 15.297
59 C -12.627 -13.207 27.944
60 C -12.192 -13.103 26.505
61 C -11.780 -11.595 26.144
62 N -11.634 -11.286 24.637
63 C -10.457 -12.025 24.133
64 C -11.458 -9.784 24.432
65 C -12.027 -9.510 23.039
66 C -12.732 -10.674 22.488
67 C -12.860 -11.571 23.685
68 H -11.819 -12.838 28.576
69 H -12.794 -14.252 28.207
70 H -13.620 -12.773 28.061
71 H -13.001 -13.438 25.856
72 H -11.384 -13.804 26.297
73 H -10.895 -11.259 26.685
74 H -12.688 -11.022 26.333
75 H -9.496 -11.600 24.423
76 H -10.573 -12.075 23.050
77 H -10.803 -13.013 24.437
78 H -10.414 -9.495 24.554
79 H -12.267 -9.428 25.070
80 H -11.127 -9.208 22.503
81 H -12.784 -8.739 23.179
82 H -12.146 -11.304 21.819
83 H -13.632 -10.419 21.928
84 H -12.941 -12.653 23.580
85 H -13.737 -11.368 24.300

Values from the calculation:
E_HOMO (spin up / spin down) = -4.8 / -9.8 eV
2S+1 = 2
⟨S²⟩ = 0.75
Charge = +1
Calculated total energy = -1390.9548 a.u.

No. 4
Molecular formula: C4H7NO2
Method: DFT, ωB97M-V with the def2-TZVPD basis set

Cartesian coordinates (Å):
1 C 0.832 -1.633 -0.381
2 C 0.518 -0.154 -0.410
3 C -0.977 0.194 -0.414
4 N -0.932 1.454 0.298
5 C 0.156 1.477 1.151
6 O 0.361 2.232 2.063
7 O 1.007 0.479 0.783
8 H 0.354 -2.108 0.481
9 H 1.911 -1.795 -0.316
10 H 0.466 -2.115 -1.295
11 H 1.013 0.329 -1.263
12 H -1.568 -0.576 0.104
13 H -1.372 0.304 -1.426
14 H -1.769 1.913 0.625

Values from the calculation:
E_HOMO = -10.1 eV
Structure (SMILES) = C[C@H]1CNC(=O)O1
ΔE to the lowest compared entry with this formula, charge and spin = 0.00 kJ/mol
Calculated total energy = -361.8809 a.u.

No. 5
Molecular formula: C28H28As2F6N2O3PS2Sn
Method: DFT, ωB97M-V with the def2-TZVPD basis set

Cartesian coordinates (Å):
1 Sn 0.067 0.989 1.094
2 O 2.422 -3.708 2.048
3 S 2.621 -3.672 0.640
4 O 2.192 -4.739 -0.199
5 N 1.819 -2.200 0.046
6 C 2.750 -1.145 -0.236
7 O 2.385 -0.029 -0.476
8 C 4.110 -1.696 -0.188
9 C 5.261 -1.003 -0.527
10 C 6.473 -1.675 -0.453
11 C 6.531 -3.006 -0.049
12 C 5.381 -3.707 0.297
13 C 4.185 -3.024 0.214
14 H 5.200 0.028 -0.847
15 H 7.386 -1.159 -0.716
16 H 7.488 -3.507 -0.003
17 H 5.426 -4.740 0.614
18 C -4.925 1.536 3.695
19 As -3.398 2.265 2.800
20 C -2.660 3.671 3.868
21 C -3.968 2.992 1.130
22 S -1.980 0.654 2.620
23 H -5.635 2.341 3.882
24 H -4.611 1.091 4.636
25 H -5.376 0.778 3.059
26 H -3.426 4.426 4.040
27 H -1.818 4.109 3.335
28 H -2.325 3.253 4.815
29 H -4.816 3.650 1.319
30 H -4.262 2.180 0.471
31 H -3.153 3.556 0.685
32 F -0.850 1.910 -0.703
33 As -0.133 3.657 -0.628
34 F -1.738 4.219 -0.697
35 F 0.058 3.645 -2.299
36 F 0.533 5.158 -0.282
37 F 1.361 2.813 -0.373
38 F -0.403 3.293 1.154
39 N 0.540 -1.928 0.005
40 P -0.692 -3.094 0.033
41 C -2.141 -2.050 0.044
42 C -2.197 -0.985 -0.860
43 C -3.363 -0.250 -0.981
44 C -4.475 -0.585 -0.217
45 C -4.420 -1.644 0.678
46 C -3.253 -2.383 0.812
47 C -0.691 -4.020 -1.490
48 C 0.275 -3.841 -2.475
49 C 0.180 -4.557 -3.658
50 C -0.870 -5.442 -3.851
51 C -1.840 -5.612 -2.871
52 C -1.760 -4.897 -1.690
53 C -0.651 -4.120 1.476
54 C -0.402 -5.488 1.380
55 C -0.308 -6.242 2.539
56 C -0.447 -5.632 3.777
57 C -0.689 -4.266 3.873
58 C -0.794 -3.505 2.726
59 H -1.347 -0.753 -1.492
60 H -3.408 0.565 -1.692
61 H -5.399 -0.034 -0.340
62 H -5.292 -1.915 1.258
63 H -3.219 -3.218 1.500
64 H 1.096 -3.152 -2.333
65 H 0.927 -4.424 -4.428
66 H -0.938 -6.001 -4.775
67 H -2.661 -6.299 -3.030
68 H -2.524 -5.023 -0.931
69 H -0.268 -5.956 0.413
70 H -0.119 -7.304 2.474
71 H -0.365 -6.226 4.678
72 H -0.794 -3.800 4.844
73 H -0.991 -2.441 2.798

Values from the calculation:
E_HOMO (spin up / spin down) = -14.5 / -14.5 eV
2S+1 = 2
⟨S²⟩ = 0.75
Charge = +2
ΔE to the lowest compared entry with this formula, charge and spin = 12.20 kJ/mol
Calculated total energy = -7841.3843 a.u.

No. 6
Molecular formula: C6H12O2
Method: DFT, ωB97M-V with the def2-TZVPD basis set

Cartesian coordinates (Å):
1 O 0.678 -3.185 -0.266
2 C 0.261 -2.058 -0.393
3 C -0.580 -1.586 -1.537
4 C -0.328 -0.111 -1.893
5 C -0.846 0.995 -0.977
6 C -0.619 1.087 0.322
7 C -1.032 2.254 1.173
8 H 0.566 -1.318 0.359
9 H -0.451 -2.232 -2.403
10 H -1.625 -1.753 -1.191
11 H 0.752 -0.061 -1.992
12 H -0.722 0.079 -2.897
13 H -1.387 1.757 -1.515
14 H -0.266 0.272 0.945
15 H -1.731 1.905 1.928
16 H -1.492 3.033 0.572
17 H -0.155 2.623 1.711
18 H 2.642 -0.935 2.082
19 H 3.565 -0.525 3.222
20 O 2.770 -0.243 2.749

Values from the calculation:
E_HOMO = -9.5 eV
Structure (SMILES) = C/C=C/CCC=O.O
ΔE to the lowest compared entry with this formula, charge and spin = 194.31 kJ/mol
Calculated total energy = -386.2461 a.u.